12
Properties=species:S:1:pos:R:3:mulliken_charge:R:1 method="wB97M-V/def2-TZVPD" smiles="O=COC1CC1" spin_multiplicity=1 e_tot_ha=-306.45331 de_lowest_ev=1.442 charge=0 lumo_ev=1.0 e_homo_ev=-10.33
O -0.53851 -0.63467 -1.93496 -0.50
C -1.29404 -1.03155 -1.08556 0.17
O -1.16408 -0.89782 0.23283 -0.34
C -0.20303 -0.01593 0.79572 -0.02
C 0.39647 1.16517 0.09919 -0.55
C 1.26630 0.00546 0.53087 -0.49
H -2.22976 -1.57030 -1.29021 0.37
H -0.48877 0.10264 1.83493 0.37
H 0.27179 1.25887 -0.97171 0.25
H 0.40539 2.10422 0.64220 0.24
H 1.68093 -0.60943 -0.25990 0.23
H 1.89731 0.12333 1.40660 0.26